ORCA calculation (ωB97M-V/def2-TZVPD) on a cluster of 4 separate species, C4H14O4 in total in a non-equilibrium geometry.

XYZ file:
```
22
C4H14O4, DFT ωB97M-V/def2-TZVPD
C -1.1663 0.1696 4.7760
C -0.0851 0.4448 3.7361
C 0.1163 1.9647 3.5491
C -0.4109 -0.1361 2.3865
O -1.4311 -0.6651 2.0543
H -1.5080 1.0905 5.2462
H -0.8702 -0.4895 5.5930
H -2.0712 -0.2761 4.3418
H 0.8746 0.0224 4.0405
H 0.8203 2.2012 2.7381
H 0.4889 2.3983 4.4627
H -0.8255 2.3927 3.1782
H 0.4278 -0.0504 1.6617
O 4.2590 -0.8581 -4.7481
H 5.0947 -0.9723 -5.2319
H 4.3461 0.0293 -4.3638
O 0.2630 -2.3282 -6.1710
H -0.5858 -2.1333 -6.5953
H 0.0680 -2.3834 -5.2303
O -2.5798 -0.5125 -5.1564
H -3.2001 -0.0096 -4.6213
H -2.0247 0.1010 -5.6460
```

Summary:
- energy above the lowest of the compared OMol25 structures with the same formula, charge and spin (eV) = 0.6243
- LUMO level (eV) = 0.8
- HOMO-LUMO gap (Ha) = 0.3896
- HOMO level (eV) = -9.850
- SMILES = CC(C)C=O.O.O.O
- calculated total energy (a.u.) = -461.73333



ORCA calculation (ωB97M-V/def2-TZVPD) on a structure of composition CH3IN2 in a non-equilibrium geometry.

XYZ file:
```
7
CH3IN2, DFT ωB97M-V/def2-TZVPD
C -0.2460 0.1713 0.0609
N 1.4112 0.0015 0.2650
N -1.3126 0.9553 -0.0769
I -2.9286 -0.1934 -0.0260
H 1.7300 -0.8867 -0.1279
H -0.4836 -0.8754 0.1389
H 1.8297 0.8274 -0.2340
```

Summary:
- energy above the lowest of the compared OMol25 structures with the same formula, charge and spin (eV) = 1.2340
- LUMO level (eV) = -0.2
- HOMO-LUMO gap (Ha) = 0.3324
- HOMO level (eV) = -9.258
- calculated total energy (a.u.) = -446.99816



ORCA calculation (ωB97M-V/def2-TZVPD) on the molecule C17H27N3.

XYZ file:
```
47
C17H27N3, DFT ωB97M-V/def2-TZVPD
C -5.8537 -4.2549 0.7535
C -4.6269 -3.4234 1.1087
C -5.0176 -2.0402 1.6255
C -3.8289 -1.2088 2.1085
C -2.8861 -0.7887 0.9824
C -1.7770 0.1298 1.4926
C -0.8825 0.6743 0.3804
C -0.0206 -0.4090 -0.2776
N 0.8793 0.1570 -1.2424
C 0.6992 0.2335 -2.5912
N 1.6438 0.8630 -3.2182
C 2.5205 1.2573 -2.2337
C 3.7241 1.9626 -2.3442
N 4.1233 2.4265 -3.5842
C 4.4326 2.2219 -1.1690
C 5.7137 3.0049 -1.2785
C 3.9652 1.7562 0.0726
C 4.7584 2.0077 1.3244
C 2.7729 1.0583 0.1797
C 2.0542 0.8223 -0.9814
H -6.4872 -4.3943 1.6269
H -5.5595 -5.2343 0.3834
H -6.4398 -3.7588 -0.0172
H -3.9974 -3.3238 0.2229
H -4.0463 -3.9427 1.8748
H -5.5418 -1.4953 0.8367
H -5.7152 -2.1651 2.4575
H -3.2692 -1.7785 2.8542
H -4.2094 -0.3095 2.5997
H -2.4454 -1.6778 0.5310
H -3.4586 -0.2667 0.2119
H -1.1647 -0.4100 2.2189
H -2.2334 0.9754 2.0123
H -0.2159 1.4347 0.7938
H -1.4968 1.1539 -0.3852
H -0.6505 -1.1397 -0.7907
H 0.5658 -0.9289 0.4874
H -0.1520 -0.2089 -3.0735
H 5.1157 2.4525 -3.7557
H 3.5821 2.0250 -4.3355
H 5.9881 3.4571 -0.3315
H 5.5990 3.8007 -2.0124
H 6.5367 2.3609 -1.5964
H 4.7980 3.0729 1.5523
H 4.3008 1.4995 2.1697
H 5.7793 1.6445 1.2175
H 2.4238 0.7073 1.1393
```

Summary:
- energy above the lowest of the compared OMol25 structures with the same formula, charge and spin (eV) = 0.1318
- LUMO level (eV) = 0.9
- HOMO-LUMO gap (Ha) = 0.3013
- HOMO level (eV) = -7.342
- SMILES = CCCCCCCCn1cnc2c(N)c(C)c(C)cc21
- calculated total energy (a.u.) = -828.28791